Entry 1:
The following is a quantum chemistry calculation of a 5-piece molecular cluster, C29H31F4O6PS overall, from OMol25.

Positions of all 72 atoms, in Å:
O (-3.8908, -3.4904, 5.1325)
P (-3.4001, -2.2837, 5.7966)
O (-4.3210, -1.0249, 5.4221)
O (-3.3735, -2.3129, 7.4006)
C (-1.6863, -1.8445, 5.4439)
C (-1.1824, -2.4825, 4.1379)
C (0.3405, -2.3073, 4.0139)
C (0.8018, -0.9007, 3.5979)
O (-0.3154, -0.0496, 3.2375)
S (-1.1910, -0.6483, 2.0528)
O (-0.3070, -1.1924, 1.0654)
O (-2.1360, 0.3623, 1.7136)
C (-1.9940, -1.9690, 2.9235)
H (-4.0351, -0.1980, 5.8237)
H (-4.2148, -2.6080, 7.7681)
H (-1.0918, -2.2071, 6.2848)
H (-1.5718, -0.7578, 5.4065)
H (-1.3775, -3.5532, 4.2001)
H (0.7451, -3.0464, 3.3232)
H (0.7671, -2.5356, 4.9918)
H (1.3016, -0.3681, 4.4029)
H (1.4697, -0.9462, 2.7411)
H (-2.1895, -2.7505, 2.1910)
H (-2.9509, -1.5520, 3.2343)
F (3.2652, -3.6422, 3.2270)
C (3.2912, -3.6877, 1.8728)
C (3.2160, -4.9181, 1.2519)
C (3.2304, -4.9532, -0.1357)
C (3.3154, -3.7771, -0.8690)
C (3.3870, -2.5566, -0.2122)
C (3.3784, -2.5025, 1.1738)
H (3.1493, -5.8186, 1.8469)
H (3.1717, -5.9068, -0.6438)
H (3.3217, -3.8119, -1.9503)
H (3.4561, -1.6340, -0.7708)
H (3.4413, -1.5603, 1.7008)
F (3.2641, 0.7381, -0.3601)
C (2.7607, 1.3991, -1.4287)
C (3.1491, 2.7053, -1.6444)
C (2.6352, 3.3661, -2.7520)
C (1.7588, 2.7213, -3.6150)
C (1.3891, 1.4064, -3.3669)
C (1.8885, 0.7307, -2.2624)
H (3.8338, 3.1843, -0.9580)
H (2.9209, 4.3937, -2.9378)
H (1.3574, 3.2482, -4.4700)
H (0.7016, 0.8991, -4.0317)
H (1.6082, -0.2916, -2.0459)
F (0.0179, 5.7018, -4.3638)
C (-0.2970, 6.3672, -3.2294)
C (-0.0305, 5.7682, -2.0154)
C (-0.3528, 6.4630, -0.8576)
C (-0.9287, 7.7240, -0.9288)
C (-1.1848, 8.2974, -2.1669)
C (-0.8678, 7.6192, -3.3356)
H (0.4122, 4.7824, -1.9825)
H (-0.1522, 6.0106, 0.1048)
H (-1.1787, 8.2582, -0.0221)
H (-1.6350, 9.2797, -2.2276)
H (-1.0554, 8.0434, -4.3124)
F (0.2302, -3.2323, -5.2743)
C (-0.8870, -2.5913, -4.8679)
C (-1.0630, -2.3560, -3.5193)
C (-2.2070, -1.6852, -3.1102)
C (-3.1490, -1.2693, -4.0412)
C (-2.9469, -1.5280, -5.3900)
C (-1.8070, -2.1951, -5.8176)
H (-0.3138, -2.6848, -2.8113)
H (-2.3512, -1.4827, -2.0568)
H (-4.0364, -0.7435, -3.7162)
H (-3.6792, -1.2073, -6.1194)
H (-1.6249, -2.4044, -6.8627)

Forces on the atoms, in the same order (eV/Å):
O -0.02 -0.03 0.01
P 0.05 0.01 0.06
O 0.04 -0.09 -0.08
O 0.01 0.11 -0.10
C 0.05 0.01 -0.07
C 0.00 0.08 0.02
C 0.00 -0.06 0.03
C 0.04 -0.04 0.03
O 0.03 0.07 -0.07
S 0.04 0.01 0.10
O -0.04 -0.02 -0.05
O -0.01 0.02 -0.03
C -0.02 -0.03 0.00
H -0.02 0.11 0.05
H -0.06 -0.08 0.08
H 0.00 0.00 -0.01
H -0.02 -0.01 0.04
H -0.03 0.02 0.06
H -0.08 0.06 -0.10
H 0.07 -0.09 -0.06
H -0.10 0.02 0.03
H 0.03 -0.01 0.04
H 0.07 0.00 0.00
H -0.04 -0.08 -0.05
F 0.03 0.01 0.02
C -0.04 -0.01 0.01
C 0.00 0.01 -0.01
C -0.01 0.00 0.00
C -0.03 0.00 0.02
C 0.03 -0.01 -0.06
C 0.00 0.02 -0.01
H 0.00 0.00 0.00
H 0.00 0.00 0.00
H 0.01 0.00 0.00
H 0.00 -0.01 -0.01
H 0.02 0.00 0.00
F 0.01 0.05 0.07
C 0.00 -0.05 -0.03
C -0.02 0.01 0.01
C 0.03 0.00 -0.01
C 0.00 0.00 0.01
C -0.04 -0.01 -0.01
C -0.01 -0.02 -0.03
H 0.01 -0.01 0.00
H 0.00 -0.01 -0.01
H 0.00 0.00 0.00
H 0.00 0.00 0.00
H -0.02 0.01 0.03
F 0.00 0.00 0.00
C 0.03 -0.01 -0.02
C -0.03 0.00 0.06
C 0.00 0.01 0.00
C 0.01 0.00 -0.01
C 0.00 0.00 0.00
C 0.00 0.01 0.01
H -0.01 -0.01 -0.02
H -0.01 0.00 0.00
H 0.00 0.00 0.00
H 0.00 0.00 0.00
H 0.00 -0.01 0.00
F 0.00 -0.01 0.00
C 0.00 0.00 0.00
C 0.05 0.03 0.02
C 0.01 0.02 0.04
C 0.01 -0.01 0.00
C -0.01 0.00 -0.01
C 0.00 0.02 0.00
H 0.00 -0.01 0.00
H -0.01 0.01 -0.01
H 0.00 0.00 0.00
H 0.00 0.00 0.00
H 0.00 -0.01 0.00

Values from the calculation:
Structure (SMILES): O=P(O)(O)C[C@@H]1CCOS(=O)(=O)C1.Fc1ccccc1.Fc1ccccc1.Fc1ccccc1.Fc1ccccc1
Net charge: 0
HOMO level (eV): -9.234
Multiplicity: 1
Lowest unoccupied orbital energy (eV): 0.3



Entry 2:
The following is a quantum chemistry calculation of C29H31F6N4SeSiTi as an isolated structure, from OMol25.

Positions of all 73 atoms, in Å:
Ti (-1.6396, 0.4242, -0.5633)
C (-1.0484, 0.2894, 3.0184)
Si (-0.6147, 1.9571, 2.2696)
C (-1.5895, 3.2731, 3.1930)
C (1.2322, 2.2120, 2.5563)
N (-1.0094, 1.9937, 0.5608)
C (-0.8039, 3.1629, -0.1622)
C (-0.1975, 4.3478, 0.2923)
C (-0.0066, 5.4420, -0.5389)
C (-0.4065, 5.4269, -1.8667)
C (-1.0158, 4.2811, -2.3640)
C (-1.1864, 3.2354, -1.4987)
F (-1.7636, 2.0632, -2.0051)
H (-0.1867, -0.0855, 3.5762)
H (-1.3101, -0.4737, 2.2846)
H (-1.8866, 0.3736, 3.7093)
H (-1.4451, 3.1366, 4.2680)
H (-2.6546, 3.1650, 2.9826)
H (-1.3065, 4.2970, 2.9531)
H (1.3940, 2.5268, 3.5915)
H (1.7083, 2.9400, 1.9017)
H (1.7547, 1.2635, 2.4213)
H (0.1397, 4.4126, 1.3148)
H (0.4697, 6.3237, -0.1295)
H (-0.2536, 6.2842, -2.5065)
H (-1.3591, 4.1942, -3.3856)
F (-4.4758, -0.8258, -0.6044)
C (-3.7418, 0.0912, 0.1185)
F (-4.1253, 1.3479, -0.3777)
C (-4.3192, 0.0111, 1.5253)
F (-3.9449, -1.1476, 2.1025)
F (-5.6593, 0.0517, 1.5498)
F (-3.8788, 1.0171, 2.2915)
N (-0.2787, -0.7844, -0.0413)
C (0.9759, -0.9245, -0.0585)
C (1.8430, 0.1259, -0.6886)
C (3.0185, 0.5530, -0.0761)
C (3.7046, 1.6524, -0.5686)
C (3.2346, 2.3246, -1.6891)
C (2.0793, 1.8899, -2.3202)
C (1.3876, 0.7965, -1.8216)
C (1.6314, -2.1191, 0.5711)
C (0.9422, -2.8212, 1.5581)
C (1.4794, -3.9753, 2.1009)
C (2.7057, -4.4510, 1.6518)
C (3.3974, -3.7599, 0.6684)
C (2.8652, -2.5935, 0.1347)
H (3.3833, 0.0419, 0.8058)
H (4.5992, 1.9941, -0.0644)
H (3.7683, 3.1878, -2.0649)
H (1.7074, 2.4097, -3.1939)
H (0.4749, 0.4632, -2.3091)
H (-0.0169, -2.4450, 1.8902)
H (0.9454, -4.5059, 2.8792)
H (3.1248, -5.3556, 2.0737)
H (4.3550, -4.1224, 0.3169)
H (3.4090, -2.0567, -0.6330)
C (1.0348, -2.5207, -3.6901)
N (0.2152, -3.1421, -2.6656)
C (0.5556, -4.2815, -1.9686)
C (-0.4469, -4.5229, -1.0972)
N (-1.3861, -3.5338, -1.2758)
C (-2.6110, -3.3897, -0.5072)
C (-0.9761, -2.6874, -2.2363)
Se (-1.8945, -1.1892, -2.8700)
H (1.7150, -3.2736, -4.0807)
H (1.6026, -1.6927, -3.2677)
H (0.3937, -2.1496, -4.4855)
H (1.4818, -4.7966, -2.1446)
H (-0.5703, -5.2908, -0.3560)
H (-2.7865, -4.3235, 0.0211)
H (-3.4373, -3.1707, -1.1783)
H (-2.4955, -2.5722, 0.2030)

Forces on the atoms, in the same order (eV/Å):
Ti -0.47 -0.11 -0.12
C 0.01 -0.04 0.00
Si 0.02 0.00 -0.05
C 0.05 -0.06 0.02
C -0.07 -0.06 0.09
N -0.04 0.08 -0.26
C 0.02 -0.01 0.16
C 0.00 0.06 -0.03
C 0.01 -0.03 0.05
C -0.02 0.01 -0.06
C -0.03 0.00 0.11
C 0.04 -0.02 -0.14
F 0.05 -0.13 0.08
H 0.01 -0.01 0.02
H 0.02 0.06 -0.05
H 0.00 0.03 0.03
H -0.01 -0.01 0.02
H -0.01 -0.02 0.00
H 0.02 0.02 -0.02
H 0.03 0.00 0.01
H -0.03 0.04 -0.05
H 0.01 -0.04 -0.02
H 0.01 -0.01 0.03
H 0.00 0.02 -0.02
H 0.00 0.01 0.00
H 0.01 0.01 -0.02
F 0.03 -0.02 -0.01
C 0.20 0.05 -0.02
F -0.13 0.02 -0.06
C -0.02 0.02 0.02
F -0.01 -0.01 0.00
F 0.01 0.00 0.00
F 0.01 0.01 -0.02
N 0.08 -0.05 0.05
C 0.26 -0.14 0.09
C -0.09 -0.01 0.09
C 0.03 -0.01 -0.06
C -0.02 0.01 -0.02
C 0.10 0.02 0.05
C -0.06 -0.04 -0.05
C 0.01 0.12 0.08
C -0.16 0.11 -0.13
C 0.05 0.01 0.03
C 0.00 -0.01 0.00
C 0.04 -0.06 0.01
C -0.02 0.03 -0.02
C -0.02 -0.05 0.01
H -0.02 0.01 0.03
H 0.01 0.01 -0.01
H -0.01 0.01 -0.01
H 0.00 0.01 0.00
H 0.06 -0.03 -0.04
H -0.01 0.02 -0.01
H 0.00 -0.01 0.00
H 0.00 0.00 0.01
H 0.00 -0.02 0.01
H -0.01 0.00 -0.01
C 0.00 0.01 -0.01
N -0.07 -0.05 0.01
C -0.02 -0.07 0.12
C 0.14 -0.02 0.00
N 0.04 0.01 -0.14
C 0.05 0.02 0.00
C -0.15 0.16 0.06
Se 0.10 0.12 0.16
H 0.01 0.02 -0.02
H 0.00 0.03 -0.01
H 0.02 0.02 0.00
H 0.00 -0.03 0.02
H 0.03 -0.02 -0.01
H -0.03 0.01 0.01
H -0.01 0.03 0.03
H -0.03 0.00 0.01

Values from the calculation:
Net charge: 0
HOMO level (alpha / beta) (eV): -7.268 / -7.663
Energy relative to the best compared isomer or geometry (same formula, charge and spin) (kcal/mol): 0.0
Multiplicity: 2
Lowest unoccupied orbital energy (alpha / beta) (eV): 0.2 / 0.0
⟨S²⟩: 0.76



Entry 3:
The following is a quantum chemistry calculation of a 2-piece molecular cluster, C29H31N3O3 overall in a non-equilibrium geometry, from OMol25.

Positions of all 66 atoms, in Å:
C (-6.9657, -2.5131, 3.8577)
C (-7.2156, -2.0032, 2.4319)
C (-6.1091, -0.9753, 2.1451)
N (-5.1394, -1.1516, 3.2066)
C (-3.9401, -0.5103, 3.2360)
C (-3.6728, 0.5747, 2.3588)
C (-2.4570, 1.2213, 2.4019)
C (-1.4109, 0.7828, 3.2550)
C (-0.1456, 1.4536, 3.3088)
C (1.0974, 0.7972, 3.1400)
C (1.2586, -0.3451, 2.2919)
C (2.4839, -0.9659, 2.1690)
C (3.5590, -0.5967, 3.0250)
N (4.7077, -1.3310, 3.0683)
C (5.5484, -1.3794, 4.2463)
C (6.6466, -2.4052, 3.9272)
C (6.5562, -2.6788, 2.4173)
C (5.2068, -2.1087, 1.9505)
C (3.4017, 0.5301, 3.8775)
C (2.2410, 1.2669, 3.8477)
C (-1.6755, -0.3421, 4.0922)
C (-2.9258, -0.9180, 4.1467)
C (-5.5082, -2.1543, 4.1821)
H (-7.6223, -1.9932, 4.5634)
H (-7.1299, -3.5878, 3.9564)
H (-7.1266, -2.8281, 1.7194)
H (-8.2026, -1.5514, 2.3199)
H (-5.6554, -1.1389, 1.1533)
H (-6.5170, 0.0496, 2.1527)
H (-4.4493, 0.9113, 1.6689)
H (-2.2769, 2.0880, 1.7710)
H (-0.1200, 2.4836, 3.6382)
H (0.3941, -0.7066, 1.7343)
H (2.6190, -1.7926, 1.4699)
H (5.9841, -0.3890, 4.4535)
H (4.9630, -1.6757, 5.1326)
H (7.6264, -2.0232, 4.2243)
H (6.4438, -3.3218, 4.4898)
H (7.3679, -2.1659, 1.8921)
H (6.6148, -3.7446, 2.1891)
H (4.4988, -2.9129, 1.6921)
H (5.3329, -1.4799, 1.0526)
H (4.2272, 0.8254, 4.5262)
H (2.1590, 2.1960, 4.4112)
H (-0.8738, -0.7187, 4.7277)
H (-3.1319, -1.7114, 4.8686)
H (-5.3990, -1.7758, 5.2099)
H (-4.8591, -3.0426, 4.0861)
C (-0.2644, 4.6440, 3.5977)
C (-1.7114, 4.6743, 3.5352)
O (-2.3453, 4.2944, 2.5326)
C (-2.2577, 5.2122, 4.7805)
C (-1.4528, 6.2762, 5.3552)
C (-1.9638, 6.8547, 6.6370)
C (-3.0573, 6.3035, 7.2440)
C (-3.7539, 5.2146, 6.6565)
C (-3.3709, 4.6981, 5.4164)
N (0.3926, 4.8443, 4.7527)
O (1.5234, 4.4093, 5.0056)
O (-0.1203, 5.7184, 5.6972)
H (0.3179, 4.2594, 2.7543)
H (-1.2839, 7.0804, 4.6140)
H (-1.3883, 7.6761, 7.0632)
H (-3.4081, 6.7048, 8.2024)
H (-4.5933, 4.7639, 7.1881)
H (-3.9099, 3.8817, 4.9197)

Forces on the atoms, in the same order (eV/Å):
C 0.00 0.36 0.32
C 0.26 -0.19 -0.24
C -0.42 0.42 -0.21
N 0.43 0.28 0.13
C 0.05 0.04 0.06
C 0.05 -0.23 0.01
C 0.00 0.34 0.37
C -0.75 -0.65 -0.42
C 0.83 -1.10 0.33
C -0.45 0.05 0.07
C 0.21 -0.15 0.28
C -0.37 0.10 -0.21
C 0.26 -0.29 0.24
N -0.78 0.54 -0.16
C 0.49 0.47 0.41
C -0.30 -0.19 0.20
C 0.08 0.24 -0.17
C -0.19 -0.49 -0.42
C -0.18 0.12 0.13
C 0.26 -0.03 0.07
C 0.44 0.26 -0.45
C -0.10 -0.04 -0.14
C 0.05 -0.58 0.08
H 0.04 -0.17 -0.11
H -0.09 0.16 0.00
H -0.13 0.10 0.06
H 0.09 -0.16 -0.02
H -0.04 0.07 0.30
H 0.14 -0.23 0.00
H 0.36 -0.07 0.23
H -0.13 -0.06 0.15
H -0.07 0.21 -0.25
H 0.26 0.12 0.06
H -0.13 0.27 0.25
H -0.04 -0.25 -0.01
H 0.11 0.17 -0.31
H -0.14 -0.18 -0.05
H 0.16 0.13 -0.07
H -0.11 -0.17 0.05
H 0.13 0.16 0.03
H 0.22 0.14 0.05
H -0.16 -0.14 0.32
H -0.31 0.02 -0.27
H -0.02 -0.12 0.01
H -0.23 0.15 -0.02
H 0.18 0.28 -0.32
H 0.00 -0.04 -0.28
H -0.10 0.18 0.05
C 0.96 -0.03 0.07
C -1.42 1.42 0.89
O 0.62 -0.66 0.36
C -0.40 -0.79 -1.46
C -0.74 1.01 0.29
C -0.40 -0.40 0.02
C 0.71 0.24 -0.26
C -0.80 -0.96 -0.38
C -0.48 0.43 0.92
N -0.20 1.37 -0.98
O -0.23 -0.04 0.05
O 1.71 -1.47 -0.19
H 0.00 0.05 0.62
H 0.69 -0.26 0.15
H -0.28 -0.13 -0.05
H 0.15 -0.13 -0.37
H 0.17 0.19 -0.15
H 0.12 0.29 0.34

Values from the calculation:
Net charge: 0
HOMO level (eV): -4.924
Energy relative to the best compared isomer or geometry (same formula, charge and spin) (kcal/mol): 212.8
Multiplicity: 1
Lowest unoccupied orbital energy (eV): -2.1



Entry 4:
The following is a quantum chemistry calculation of C29H32AsN3O3SZr as an isolated structure in a non-equilibrium geometry, from OMol25.

Positions of all 70 atoms, in Å:
Zr (-1.1038, 0.2049, -0.9320)
C (-4.1199, 1.3417, -2.6348)
C (-3.6892, 0.7502, -1.3232)
C (-3.6315, -0.6478, -1.1359)
C (-3.2819, -1.1958, 0.0891)
C (-2.9294, -0.3633, 1.1564)
C (-2.9949, 1.0173, 1.0000)
C (-3.3789, 1.5656, -0.2306)
H (-3.9781, 0.6406, -3.4536)
H (-3.5645, 2.2515, -2.8631)
H (-5.1813, 1.5900, -2.5717)
H (-3.8880, -1.2927, -1.9662)
H (-3.2674, -2.2692, 0.2131)
H (-2.6631, -0.7842, 2.1155)
H (-2.7555, 1.6679, 1.8315)
H (-3.4460, 2.6404, -0.3396)
S (-0.6077, 2.6102, -0.5722)
C (1.1735, 2.6353, -0.4334)
C (1.9204, 3.6336, -1.0437)
C (3.3002, 3.6500, -0.8776)
C (3.9340, 2.6863, -0.1031)
C (3.1868, 1.6942, 0.5187)
C (1.8105, 1.6784, 0.3555)
As (0.6550, 0.3576, 1.1408)
C (1.8384, -1.0602, 1.5965)
C (2.4436, -1.7378, 0.5379)
C (3.3526, -2.7538, 0.7938)
C (3.6509, -3.0987, 2.1088)
C (3.0522, -2.4191, 3.1591)
C (2.1446, -1.3935, 2.9092)
C (0.0169, 1.1593, 2.7599)
C (-0.7502, 0.4086, 3.6497)
C (-1.2777, 1.0102, 4.7842)
C (-1.0481, 2.3604, 5.0228)
C (-0.2870, 3.1048, 4.1340)
C (0.2468, 2.5079, 2.9972)
H (1.4304, 4.3967, -1.6344)
H (3.8841, 4.4265, -1.3540)
H (5.0076, 2.7110, 0.0258)
H (3.6795, 0.9507, 1.1319)
H (2.2358, -1.4568, -0.4898)
H (3.8407, -3.2622, -0.0279)
H (4.3638, -3.8868, 2.3126)
H (3.2993, -2.6743, 4.1813)
H (1.7130, -0.8551, 3.7402)
H (-0.9265, -0.6489, 3.4864)
H (-1.8596, 0.4263, 5.4851)
H (-1.4584, 2.8293, 5.9072)
H (-0.1002, 4.1533, 4.3239)
H (0.8434, 3.0949, 2.3119)
N (-0.7188, 2.1417, -4.5738)
C (-0.0224, 0.8667, -4.5700)
C (-0.2758, 0.2130, -3.2462)
O (0.5439, 0.2627, -2.2747)
O (-1.4157, -0.3268, -2.9734)
H (-1.0211, 2.3781, -5.5081)
H (-0.1275, 2.8870, -4.2308)
H (1.0585, 0.9252, -4.7192)
H (-0.4557, 0.2172, -5.3310)
C (0.8064, -5.1806, -0.9673)
N (0.3946, -3.8715, -0.4753)
C (-0.2826, -2.9780, -1.1813)
N (-0.6340, -3.2433, -2.4437)
O (-0.6175, -1.8737, -0.6377)
H (1.1768, -5.7597, -0.1273)
H (1.5981, -5.1013, -1.7133)
H (-0.0456, -5.7183, -1.3834)
H (0.7187, -3.5486, 0.4241)
H (-0.3581, -4.0930, -2.9050)
H (-1.1577, -2.5523, -2.9561)

Forces on the atoms, in the same order (eV/Å):
Zr -1.34 -0.36 1.19
C 0.04 -0.02 0.05
C -0.12 -0.02 -0.10
C -0.14 0.11 -0.14
C -0.01 0.01 0.04
C 0.00 -0.07 0.00
C 0.01 0.09 -0.10
C -0.02 0.01 -0.02
H -0.01 -0.03 0.02
H -0.03 0.00 0.03
H 0.00 0.03 -0.03
H 0.04 -0.02 -0.01
H 0.07 -0.01 -0.01
H 0.05 -0.01 -0.05
H 0.09 0.02 -0.03
H 0.07 0.01 0.00
S 0.11 0.00 -0.09
C -0.05 0.03 -0.08
C 0.03 0.00 0.01
C 0.00 -0.03 0.03
C -0.03 0.02 -0.01
C 0.06 0.13 -0.04
C -0.03 -0.06 0.03
As 0.33 0.43 0.15
C 0.13 -0.25 0.03
C 0.16 -0.03 0.03
C 0.00 0.04 0.08
C 0.00 -0.01 -0.05
C -0.05 0.05 0.04
C 0.19 -0.18 -0.01
C -0.06 -0.05 0.12
C -0.01 0.08 0.15
C 0.02 0.00 -0.03
C -0.01 -0.02 0.00
C 0.02 -0.01 -0.05
C -0.04 0.04 0.16
H 0.00 -0.01 -0.01
H -0.01 0.00 0.00
H -0.01 0.01 -0.01
H -0.01 -0.04 0.01
H -0.03 0.04 0.01
H 0.01 -0.01 0.01
H 0.00 0.01 0.00
H 0.00 -0.01 -0.02
H -0.09 0.06 0.02
H 0.08 -0.03 -0.03
H 0.00 0.00 0.00
H 0.00 -0.01 0.00
H -0.01 0.00 0.00
H 0.01 0.01 -0.01
N -0.07 0.01 0.14
C 0.28 -0.27 -0.21
C -0.09 -0.21 0.02
O 0.29 0.14 -0.43
O 0.15 0.32 -0.59
H -0.03 0.05 0.00
H -0.01 0.01 -0.01
H -0.01 0.02 -0.05
H 0.05 0.01 -0.03
C -0.02 0.03 0.07
N -0.12 -0.09 -0.07
C -0.03 0.04 -0.01
N 0.01 -0.04 -0.03
O 0.14 0.04 -0.06
H 0.03 0.01 0.00
H 0.00 0.01 -0.02
H 0.00 0.00 0.00
H 0.01 -0.04 0.00
H -0.01 0.01 -0.02
H 0.01 0.00 0.01

Values from the calculation:
Net charge: +2
HOMO level (eV): -13.593
Energy relative to the best compared isomer or geometry (same formula, charge and spin) (kcal/mol): 10.8
Multiplicity: 1
Lowest unoccupied orbital energy (eV): -6.2